Here is one molecule with the formula C3H5NO3 at a distorted geometry from the Open Molecules 2025 dataset. Energies are from ωB97M-V/def2-TZVPD.

Each atom is followed by the atoms it is bonded to, with distances in Å.
Atoms and positions in Å:
1 O -0.831 0.824 2.368  C2 1.211
2 C 0.111 0.068 2.280  O1 1.211, C3 1.497, H8 1.095
3 C 0.589 -0.323 0.916  C2 1.497, N4 1.465, H9 1.098, H10 1.086
4 N -0.467 -0.231 -0.096  C3 1.465, C5 1.366, H11 1.008
5 C -0.103 -0.096 -1.405  N4 1.366, O6 1.200, O7 1.357
6 O -0.833 0.061 -2.345  C5 1.200
7 O 1.229 -0.292 -1.573  C5 1.357, H12 0.953
8 H 0.639 -0.247 3.186  C2 1.095
9 H 1.346 0.434 0.672  C3 1.098
10 H 1.092 -1.283 0.853  C3 1.086
11 H -1.171 0.408 0.237  N4 1.008
12 H 1.449 -0.295 -2.500  O7 0.953

DFT total energy in eV: -10824.7528
HOMO energy in Eh: -0.378
Charge: 0
Energy above the lowest of the compared OMol25 structures with the same formula, charge and spin in kJ/mol: 90.22
Orbital gap in eV: 10.823
SMILES: O=CCNC(=O)O
LUMO level in eV: 0.525